Record 1
{"formula": "C46H53MoN7O6", "method": "ωB97M-V/def2-TZVPD", "e_tot_ha": -2687.85615, "species": ["Mo", "O", "O", "O", "O", "O", "O", "N", "N", "N", "N", "N", "N", "N", "C", "C", "C", "C", "C", "C", "C", "C", "C", "C", "C", "C", "C", "C", "C", "C", "C", "C", "C", "C", "C", "C", "C", "C", "C", "C", "C", "C", "C", "C", "C", "C", "C", "C", "C", "C", "C", "C", "C", "C", "C", "C", "C", "C", "C", "C", "H", "H", "H", "H", "H", "H", "H", "H", "H", "H", "H", "H", "H", "H", "H", "H", "H", "H", "H", "H", "H", "H", "H", "H", "H", "H", "H", "H", "H", "H", "H", "H", "H", "H", "H", "H", "H", "H", "H", "H", "H", "H", "H", "H", "H", "H", "H", "H", "H", "H", "H", "H", "H"], "positions_angstrom": [[-0.102, -0.326, 0.100], [-5.358, 3.565, 1.928], [-1.977, -0.891, 0.604], [-3.851, -0.613, 1.762], [-0.569, 3.304, 0.780], [-5.301, 1.426, 2.533], [-0.740, -0.622, 2.976], [0.459, -2.230, 0.776], [0.659, 1.023, -1.315], [-2.312, 1.502, -0.685], [-0.764, -1.332, -1.599], [-3.549, 3.216, -0.095], [-0.652, 1.168, 1.598], [1.682, 0.205, 1.143], [1.839, 5.308, -1.812], [-1.347, 1.587, 3.826], [-1.984, 3.633, -1.967], [1.284, -2.590, 1.819], [0.337, -4.518, 1.172], [0.576, 2.898, -4.579], [2.121, 1.508, 1.209], [-2.976, -1.227, -4.607], [-2.174, -1.587, -3.402], [-1.185, 2.914, 3.102], [2.706, 1.794, 2.470], [-4.188, -0.387, -4.197], [1.564, 2.355, -5.615], [0.014, -5.953, 0.917], [-2.582, 2.772, -0.924], [1.692, 2.873, -2.273], [1.231, -4.825, 4.392], [2.567, 4.078, -2.363], [1.547, 2.062, -1.094], [2.095, -0.359, 2.327], [-1.379, -2.564, -1.549], [0.216, 1.208, -2.612], [-1.236, -0.747, -2.744], [-3.003, -0.228, 0.955], [-0.894, 0.569, 2.794], [-2.983, -4.000, -2.990], [3.153, 3.145, 2.926], [2.707, 0.605, 3.173], [-0.723, 0.445, -3.249], [-0.766, 2.521, 1.686], [2.158, 2.345, 0.096], [-3.926, 2.184, 0.724], [1.989, -1.718, 2.602], [0.841, 2.365, -3.208], [-0.156, -3.406, 0.397], [-3.132, 1.117, 0.334], [-2.252, -2.743, -2.652], [4.660, -0.301, 4.446], [-4.930, 2.440, 1.781], [4.612, 3.427, 2.570], [2.031, -4.739, 3.089], [1.246, -4.012, 2.047], [0.883, -6.485, -0.230], [-2.069, -4.926, -3.797], [3.266, 0.327, 4.528], [-1.077, -3.540, -0.607], [5.266, 2.711, 3.060], [1.812, -5.317, 5.169], [2.461, -2.090, 3.496], [-3.924, 4.148, 0.009], [1.045, 5.611, -2.491], [1.387, 5.075, -0.851], [0.678, -7.539, -0.407], [2.262, -5.748, 2.739], [0.687, -5.928, -1.143], [0.954, -3.830, 4.729], [1.505, 1.270, -5.666], [1.334, 2.764, -6.598], [-0.731, 1.495, 4.720], [-0.440, 2.643, -4.889], [-1.041, -6.072, 0.663], [3.482, 3.903, -1.792], [2.730, 3.255, 0.174], [-1.067, 0.753, -4.223], [0.317, -5.390, 4.230], [-4.844, 0.560, 2.289], [2.976, -4.224, 3.269], [2.855, 4.259, -3.400], [2.597, -0.344, 5.071], [-3.874, -3.767, -3.576], [4.767, 3.350, 1.498], [-2.415, 3.407, -2.942], [-3.315, -2.134, -5.107], [2.581, 2.633, -5.353], [-2.101, 3.507, 3.056], [-2.363, -0.666, -5.314], [2.510, 3.904, 2.473], [1.938, -6.372, 0.013], [-3.865, 0.517, -3.686], [5.027, -0.531, 5.445], [4.633, -1.219, 3.865], [-4.820, -0.953, -3.515], [-0.402, 3.535, 3.537], [5.358, 0.382, 3.967], [-2.164, 4.682, -1.740], [-3.308, -4.506, -2.080], [3.036, 3.216, 4.010], [2.533, 6.136, -1.689], [-1.164, -5.146, -3.235], [-2.380, 1.368, 4.104], [3.338, 1.257, 5.097], [0.654, 3.988, -4.556], [0.210, -6.538, 1.818], [-1.778, -4.447, -4.730], [-4.777, -0.110, -5.069], [-1.565, -4.496, -0.719], [-2.572, -5.861, -4.028], [-0.916, 3.452, -2.008], [4.891, 4.427, 2.891]]}

=====

Record 2
{"formula": "C46H53NOP2PdSSi", "method": "ωB97M-V/def2-TZVPD", "multiplicity": 3, "e_tot_ha": -3412.96837, "species": ["Pd", "S", "P", "P", "Si", "O", "N", "C", "C", "C", "C", "C", "C", "C", "C", "C", "C", "C", "C", "C", "C", "C", "C", "C", "C", "C", "C", "C", "C", "C", "C", "C", "C", "C", "C", "C", "C", "C", "C", "C", "C", "C", "C", "C", "C", "C", "C", "C", "C", "C", "C", "C", "C", "H", "H", "H", "H", "H", "H", "H", "H", "H", "H", "H", "H", "H", "H", "H", "H", "H", "H", "H", "H", "H", "H", "H", "H", "H", "H", "H", "H", "H", "H", "H", "H", "H", "H", "H", "H", "H", "H", "H", "H", "H", "H", "H", "H", "H", "H", "H", "H", "H", "H", "H", "H", "H"], "positions_angstrom": [[-0.070, 0.437, -0.073], [-2.426, 0.080, 0.433], [0.410, -2.902, -0.238], [0.227, -0.475, -2.240], [-5.231, 2.297, 1.098], [1.988, 0.785, 0.350], [-1.490, 2.105, -0.825], [2.356, 1.323, 1.527], [0.753, -4.681, 0.008], [3.230, -1.781, 3.080], [-5.317, 0.672, 1.999], [1.040, 3.431, 0.955], [1.919, 4.442, 0.217], [-0.153, 4.111, 1.623], [-0.410, -2.516, 1.353], [-0.514, -1.060, 3.288], [1.871, 2.602, 1.906], [-1.376, -3.334, 1.942], [0.677, 2.950, -4.337], [1.673, -2.277, -3.834], [3.242, 0.659, 2.413], [-3.580, 3.832, -0.547], [1.875, -4.975, 0.786], [-1.470, -1.881, 3.860], [3.580, 1.278, 3.617], [2.852, -2.801, -4.342], [3.072, 2.504, 4.001], [2.220, 3.156, 3.129], [0.359, -7.053, -0.238], [-0.275, 2.868, -5.344], [-1.413, 3.323, -1.357], [4.074, -2.293, -3.924], [0.772, 1.943, -3.389], [-6.706, 2.459, -0.038], [1.471, -7.331, 0.539], [-0.001, -5.736, -0.499], [-0.070, 0.836, -3.456], [-0.913, -2.961, -1.539], [-1.909, -3.015, 3.180], [-2.589, 1.719, -0.153], [1.721, -1.252, -2.893], [2.228, -6.286, 1.055], [3.907, -0.703, 2.230], [-3.680, 2.580, 0.050], [0.003, -1.378, 2.038], [-2.455, 4.220, -1.271], [4.096, -1.209, 0.812], [-5.253, 3.682, 2.355], [2.944, -0.734, -2.487], [-1.125, -1.688, -2.388], [-1.126, 1.774, -5.407], [-1.016, 0.753, -4.472], [4.120, -1.257, -3.002], [5.072, -0.861, -2.672], [3.144, -1.498, 0.369], [4.552, -0.453, 0.172], [2.385, 5.132, 0.924], [1.503, 2.018, -2.588], [4.910, -0.566, 2.649], [0.763, -0.725, 1.613], [-0.744, 3.394, 2.197], [2.227, -1.995, 2.712], [-1.697, -4.237, 1.436], [4.993, -2.707, -4.319], [-5.337, 4.666, 1.890], [0.158, 4.907, 2.304], [-1.870, -3.287, -1.126], [-2.658, -3.658, 3.624], [3.353, 2.950, 4.946], [-6.652, 3.361, -0.651], [-0.356, 3.658, -6.080], [-5.187, -0.188, 1.345], [-1.872, 1.710, -6.188], [-4.334, 3.672, 2.944], [-0.164, -0.170, 3.797], [-6.303, 0.608, 2.469], [2.963, 0.066, -1.756], [1.334, 5.035, -0.492], [-2.382, 5.191, -1.738], [1.750, -8.356, 0.742], [-0.564, -3.748, -2.210], [-6.095, 3.567, 3.040], [4.750, -2.085, 0.825], [2.479, -4.165, 1.179], [-0.802, 4.566, 0.872], [-6.776, 1.603, -0.710], [-1.876, -1.644, 4.835], [1.835, 4.134, 3.395], [2.718, 3.936, -0.328], [-4.558, 0.608, 2.780], [0.644, 2.759, 0.196], [2.816, -3.606, -5.064], [-2.017, -1.153, -2.056], [3.805, -2.710, 3.049], [-0.884, -5.546, -1.095], [-1.274, -1.979, -3.431], [3.138, -1.474, 4.123], [-0.496, 3.561, -1.880], [-7.628, 2.506, 0.545], [-4.395, 4.542, -0.442], [-0.237, -7.862, -0.641], [-1.681, -0.099, -4.535], [1.342, 3.802, -4.282], [0.724, -2.677, -4.169], [3.101, -6.493, 1.660], [4.270, 0.760, 4.274]]}

=====

Record 3
{"formula": "C46H54BF8NO30SSi2", "method": "ωB97M-V/def2-TZVPD", "e_tot_ha": -5898.52880, "species": ["S", "Si", "Si", "F", "F", "F", "F", "F", "F", "F", "F", "O", "O", "O", "O", "O", "O", "O", "O", "O", "O", "O", "O", "O", "O", "O", "O", "O", "O", "O", "O", "O", "O", "O", "O", "O", "O", "O", "O", "O", "O", "N", "C", "C", "C", "C", "C", "C", "C", "C", "C", "C", "C", "C", "C", "C", "C", "C", "C", "C", "C", "C", "C", "C", "C", "C", "C", "C", "C", "C", "C", "C", "C", "C", "C", "C", "C", "C", "C", "C", "C", "C", "C", "C", "C", "C", "C", "C", "B", "H", "H", "H", "H", "H", "H", "H", "H", "H", "H", "H", "H", "H", "H", "H", "H", "H", "H", "H", "H", "H", "H", "H", "H", "H", "H", "H", "H", "H", "H", "H", "H", "H", "H", "H", "H", "H", "H", "H", "H", "H", "H", "H", "H", "H", "H", "H", "H", "H", "H", "H", "H", "H", "H"], "positions_angstrom": [[-0.384, -6.529, 0.634], [0.884, -2.714, 0.477], [3.442, -3.774, -0.466], [-8.007, 6.621, 3.220], [-2.729, 3.485, 4.661], [1.347, 5.470, -7.037], [-7.857, 3.117, -2.724], [2.301, -0.141, 5.040], [-1.365, -1.272, -10.547], [4.124, 5.338, 7.767], [-5.741, -6.610, -1.472], [-0.507, -0.808, -8.510], [5.688, 0.404, 4.718], [-4.533, 3.590, 3.303], [-7.414, 5.393, 6.382], [2.814, 2.744, 9.616], [-5.741, 3.769, 1.417], [0.395, -0.234, 1.667], [-3.530, -4.974, 2.013], [-3.603, 3.065, 1.353], [5.848, 0.631, 2.483], [3.886, 0.075, 3.449], [2.109, -5.748, -3.801], [8.880, -1.234, -2.194], [-9.729, 4.129, -1.965], [-11.424, 4.654, -0.567], [3.700, 3.125, 7.609], [3.213, -3.660, -3.479], [-9.485, 3.831, 0.229], [-5.484, -6.095, 1.926], [1.555, 3.903, -3.977], [-0.184, -0.934, -6.278], [-6.342, 7.144, 7.307], [-0.248, 4.778, -2.951], [-4.283, -5.833, 0.067], [-1.031, -2.681, -7.421], [8.939, -3.306, -1.346], [0.385, 5.502, -4.993], [2.065, -2.816, -0.671], [3.285, 1.006, 8.264], [-6.901, 7.155, 5.118], [0.808, -4.175, 1.488], [-6.283, -6.599, 0.851], [1.182, 3.153, -0.622], [4.970, -2.790, -0.923], [6.956, -2.666, -2.521], [1.358, -1.298, 1.646], [9.359, 0.946, -1.306], [-0.540, -1.424, -7.294], [-0.684, -1.799, -9.503], [-1.857, -4.443, -3.844], [0.249, -5.176, 1.119], [0.489, 4.730, -3.878], [-0.801, -2.368, -0.246], [-10.328, 4.244, -0.745], [3.269, 2.171, 8.482], [-4.718, 3.501, 1.961], [-0.249, 1.354, 0.048], [-6.837, 6.619, 6.370], [3.096, 4.147, 9.557], [3.198, -5.321, -1.496], [-0.483, -2.845, -2.698], [-3.343, 2.880, 3.621], [5.215, 0.397, 3.457], [3.575, -0.467, 4.724], [-7.248, 6.116, 4.220], [-8.345, 3.924, -1.750], [1.915, 1.548, 1.027], [-2.158, -4.056, -1.505], [-0.841, -3.509, -3.856], [6.050, -3.582, -1.666], [-5.247, -6.825, -0.230], [-8.026, 5.170, 5.107], [-1.142, -3.111, -1.511], [-4.349, -5.573, 1.405], [-2.555, 2.995, 2.335], [4.585, 0.214, 5.620], [-1.483, -2.853, -8.767], [8.409, -0.245, -1.264], [2.097, 4.024, -5.296], [1.601, 5.393, -5.711], [0.711, 0.870, 0.918], [-0.027, 2.484, -0.712], [8.325, -2.472, -1.941], [-2.514, -4.726, -2.657], [2.138, 2.669, 0.252], [3.221, 4.379, 8.066], [-8.318, 3.268, -0.388], [2.810, -4.891, -2.972], [0.297, -2.096, -2.731], [-8.442, 2.188, -0.475], [7.383, 0.047, -1.495], [5.404, -2.439, 0.018], [-0.350, -3.288, -4.791], [6.697, -4.113, -0.972], [-1.551, -2.521, 0.528], [1.339, 4.016, -1.244], [9.870, 0.951, -2.263], [-7.830, 4.885, -1.800], [4.039, 4.351, 10.065], [0.294, -2.132, -9.854], [5.633, -4.333, -2.332], [10.087, 0.862, -0.506], [-2.668, -4.251, -0.576], [2.282, 4.607, 7.560], [1.388, -1.715, 2.655], [-0.806, 2.836, -1.370], [2.345, -5.868, -1.087], [-0.814, -1.301, -0.476], [1.679, 3.245, -5.935], [-1.200, 0.841, -0.020], [2.370, -0.955, 1.433], [6.466, -1.717, -2.718], [8.408, -0.670, -0.259], [3.600, -4.183, 0.951], [-2.552, -2.645, -8.823], [7.113, -3.132, -3.495], [2.298, 4.717, 10.023], [1.183, -5.846, -3.543], [2.256, 6.219, -5.430], [-4.769, -7.806, -0.205], [-9.079, 5.451, 5.150], [-1.971, 3.916, 2.308], [2.536, -2.981, -3.391], [4.093, -5.941, -1.506], [2.661, 1.183, 1.716], [-6.805, -7.503, 1.152], [4.708, -1.888, -1.472], [8.803, 1.872, -1.187], [-6.337, 5.691, 3.797], [-3.603, 1.860, 3.909], [-2.157, -4.949, -4.750], [-1.288, -3.865, -9.110], [-3.324, -5.441, -2.615], [-7.428, 3.494, 0.191], [4.885, -0.381, 6.475], [3.180, 3.939, -5.273], [4.220, 1.179, 5.961], [-7.936, 4.128, 4.814], [-7.005, -5.841, 0.545], [-1.901, 2.150, 2.144], [3.662, -1.554, 4.682], [3.088, 3.178, 0.344]]}

=====

Record 4
{"formula": "C46H54BN4O", "method": "ωB97M-V/def2-TZVPD", "charge": 1, "e_tot_ha": -2103.92449, "species": ["O", "N", "N", "N", "N", "C", "C", "C", "C", "C", "C", "C", "C", "C", "C", "C", "C", "C", "C", "C", "C", "C", "C", "C", "C", "C", "C", "C", "C", "C", "C", "C", "C", "C", "C", "C", "C", "C", "C", "C", "C", "C", "C", "C", "C", "C", "C", "C", "C", "C", "C", "B", "H", "H", "H", "H", "H", "H", "H", "H", "H", "H", "H", "H", "H", "H", "H", "H", "H", "H", "H", "H", "H", "H", "H", "H", "H", "H", "H", "H", "H", "H", "H", "H", "H", "H", "H", "H", "H", "H", "H", "H", "H", "H", "H", "H", "H", "H", "H", "H", "H", "H", "H", "H", "H", "H"], "positions_angstrom": [[0.998, -2.073, -2.436], [-2.012, 1.598, -3.081], [0.065, 2.055, -4.326], [-1.023, 0.752, -2.577], [1.339, 0.328, -3.128], [-5.003, -0.521, -2.224], [0.133, -6.663, -2.127], [7.244, -0.638, 0.688], [-3.457, 1.692, -2.649], [0.189, 0.984, -3.310], [6.245, 2.901, -2.886], [2.413, -4.179, 3.392], [-0.518, -7.541, -1.265], [5.861, 1.122, 2.346], [1.702, -6.483, 3.345], [-2.583, 7.044, 4.795], [-1.851, -0.670, -0.354], [-1.981, -5.760, -0.555], [-4.288, 0.440, -3.324], [-1.578, -7.090, -0.481], [-4.168, 3.061, -3.214], [-3.962, 0.984, 3.474], [-3.277, 4.735, 4.746], [-5.775, 1.760, 1.506], [-2.102, 5.601, 6.667], [1.152, -6.289, 2.081], [4.026, 2.847, -3.828], [6.324, 0.254, 0.144], [-2.036, 6.854, 6.061], [6.784, 0.233, 2.890], [4.444, 3.680, -4.862], [5.762, 4.125, -4.907], [2.766, -0.687, -0.967], [7.472, -0.651, 2.062], [-1.333, -4.882, -1.420], [-0.277, -5.335, -2.209], [6.662, 3.739, -3.917], [-5.277, 0.527, 3.518], [-2.721, 4.542, 6.008], [-4.468, -2.065, -2.286], [-1.499, -0.084, -1.493], [2.331, -5.428, 4.002], [-3.554, 1.830, 2.445], [1.871, -3.987, 2.124], [5.629, 1.131, 0.973], [-1.369, 2.397, -4.121], [1.239, -5.041, 1.469], [-6.185, 0.919, 2.537], [4.928, 2.453, -2.843], [-4.459, 2.214, 1.459], [-3.205, 5.986, 4.138], [1.693, -0.801, -2.211], [0.960, -7.014, -2.737], [2.129, 0.660, -3.736], [-1.820, 3.210, -4.807], [-2.803, -5.406, 0.060], [2.901, -3.356, 3.904], [-3.486, -0.198, -3.887], [4.907, 1.822, 0.549], [-2.526, 8.019, 4.321], [6.966, 0.227, 3.960], [-3.589, 1.727, -1.496], [1.074, -2.640, -1.629], [6.148, 0.265, -0.928], [1.941, -3.015, 1.645], [7.784, -1.323, 0.042], [-0.201, -8.578, -1.205], [4.603, 1.797, -2.040], [2.949, 0.447, -0.788], [-2.530, 2.188, 2.412], [-5.047, 0.811, -4.119], [8.187, -1.348, 2.487], [-5.359, -2.795, -2.465], [-5.595, -0.134, 4.318], [-2.050, -1.092, 0.712], [-3.765, 3.911, 4.236], [-7.211, 0.568, 2.576], [-4.679, -0.122, -1.177], [3.742, 3.983, -5.633], [6.948, 2.597, -2.116], [7.688, 4.090, -3.949], [-1.672, 5.451, 7.652], [3.723, -1.246, -1.289], [-1.556, 7.680, 6.575], [0.814, -4.891, 0.481], [-2.771, 3.565, 6.480], [5.322, 1.808, 2.992], [-3.969, -2.409, -1.295], [0.226, -4.651, -2.886], [-3.680, -2.231, -3.124], [2.340, -1.153, 0.016], [0.656, -7.109, 1.572], [6.089, 4.773, -5.714], [2.757, -5.580, 4.989], [-2.087, -7.775, 0.189], [-6.159, -0.448, -2.348], [-1.649, -3.845, -1.481], [-5.145, 3.166, -2.585], [-3.634, 6.135, 3.152], [-6.481, 2.062, 0.739], [-4.472, 2.897, -4.327], [-4.139, 2.869, 0.654], [-3.256, 0.681, 4.240], [-3.472, 3.985, -3.090], [2.997, 2.503, -3.791], [1.640, -7.458, 3.820]]}